A 2-piece molecular cluster, C5H11NO overall in a non-equilibrium geometry, computed with the ωB97M-V functional and the def2-TZVPD basis.

```
! RIJCOSX wB97M-V def2-TZVPD def2/J DEFGRID3
* xyz 0 1
C -0.677 1.000 -0.826
N 1.828 0.863 0.994
C 0.688 0.020 1.120
C -0.423 0.005 0.349
C -1.361 -1.122 0.532
C -1.973 -1.473 1.637
H -0.612 0.430 -1.843
H 0.094 1.800 -0.770
H -1.726 1.446 -0.904
H 1.829 1.221 0.059
H 2.638 0.338 1.330
H 0.616 -0.487 2.105
H -1.739 -1.471 -0.376
H -1.942 -1.173 2.617
H -2.756 -2.242 1.479
H 1.502 -0.336 -2.789
H 1.916 0.795 -1.933
O 2.097 0.388 -2.780
*
```

Output
HOMO-LUMO gap: 8.74 eV
E: -327.02933 Eh
LUMO level: 0.741 eV